Computed, not measured: a cluster of 10 separate species, C24H58N2O8S8 in total, with ωB97M-V/def2-TZVPD.

Each line ends with the Löwdin charge.
Cartesian coordinates (Å):
C -6.424 10.598 -14.585  -0.279
S -7.367 11.272 -15.965  0.850
O -6.486 12.277 -16.676  -0.570
C -7.321 9.755 -16.968  -0.262
H -6.417 11.104 -13.622  0.047
H -5.400 10.439 -14.929  0.019
H -6.775 9.597 -14.314  0.042
H -7.953 8.965 -16.553  0.035
H -6.328 9.315 -16.906  0.002
H -7.679 10.016 -17.960  0.057
C -2.792 5.619 -15.409  -0.226
S -3.484 6.410 -13.923  0.859
O -2.318 7.052 -13.211  -0.595
C -4.263 7.800 -14.776  -0.262
H -2.634 6.374 -16.177  0.044
H -3.629 5.019 -15.785  0.050
H -2.007 4.908 -15.174  0.053
H -5.040 7.360 -15.404  0.033
H -3.484 8.339 -15.316  0.028
H -4.740 8.495 -14.089  0.016
C -3.497 8.012 -10.002  -0.241
S -4.598 6.669 -10.589  0.805
O -5.302 6.070 -9.397  -0.560
C -5.939 7.682 -11.269  -0.255
H -3.175 8.652 -10.824  0.017
H -2.608 7.533 -9.592  0.041
H -3.980 8.645 -9.258  0.060
H -6.845 7.084 -11.355  0.038
H -5.825 8.201 -12.223  0.021
H -6.169 8.469 -10.546  0.058
C -3.852 10.939 -19.198  -0.217
S -3.768 10.239 -17.517  0.836
O -2.719 9.155 -17.627  -0.563
C -3.074 11.691 -16.679  -0.223
H -4.274 10.168 -19.844  0.054
H -2.842 11.236 -19.472  0.059
H -4.543 11.772 -19.336  0.063
H -2.867 11.549 -15.623  0.012
H -3.879 12.430 -16.723  0.049
H -2.219 12.014 -17.271  0.061
C -2.053 10.383 -13.118  -0.258
S -3.396 11.531 -12.749  0.824
O -4.455 10.666 -12.094  -0.561
C -2.557 12.523 -11.481  -0.237
H -1.605 9.883 -12.260  0.038
H -1.205 10.946 -13.527  0.067
H -2.402 9.753 -13.931  0.023
H -3.296 13.258 -11.174  0.049
H -1.644 12.966 -11.867  0.059
H -2.376 11.801 -10.684  0.056
C -0.972 4.479 -11.102  -0.274
S 0.302 4.459 -9.824  0.824
O 0.093 3.131 -9.140  -0.586
C 1.759 4.104 -10.954  -0.228
H -0.890 3.515 -11.606  0.057
H -0.861 5.297 -11.812  0.021
H -1.934 4.478 -10.590  0.046
H 1.542 4.666 -11.874  0.026
H 1.789 3.057 -11.233  0.053
H 2.650 4.630 -10.620  0.039
C -8.448 5.458 -16.382  -0.241
S -7.979 5.220 -14.628  0.848
O -6.534 5.601 -14.553  -0.581
C -8.942 6.559 -13.838  -0.248
H -7.871 4.779 -17.002  0.046
H -8.284 6.498 -16.667  0.034
H -9.518 5.274 -16.497  0.052
H -9.982 6.645 -14.163  0.055
H -8.481 7.527 -14.038  0.039
H -9.003 6.358 -12.770  0.044
C -2.730 1.341 -19.650  -0.267
S -1.114 2.094 -19.292  0.813
O -0.809 3.055 -20.404  -0.561
C -1.500 3.061 -17.796  -0.256
H -2.997 0.463 -19.059  0.050
H -2.819 0.971 -20.673  0.054
H -3.516 2.091 -19.538  0.032
H -1.897 2.379 -17.042  0.055
H -2.311 3.751 -18.025  0.027
H -0.522 3.461 -17.549  0.048
N 0.426 7.783 -12.675  0.012
C 0.749 8.515 -11.545  -0.131
C 2.073 8.849 -11.704  -0.134
C 2.582 8.261 -12.865  -0.113
C 1.519 7.595 -13.443  -0.149
H -0.524 7.523 -12.915  0.072
H 0.040 8.597 -10.740  0.102
H 2.638 9.430 -10.987  0.090
H 3.593 8.247 -13.234  0.089
H 1.486 7.125 -14.413  0.108
N -3.367 6.878 -18.957  -0.006
C -4.562 6.352 -18.577  -0.139
C -4.627 5.125 -19.247  -0.146
C -3.530 4.975 -20.071  -0.132
C -2.729 6.122 -19.877  -0.101
H -2.948 7.751 -18.585  0.079
H -5.260 6.761 -17.870  0.090
H -5.521 4.519 -19.166  0.085
H -3.293 4.118 -20.678  0.078
H -1.737 6.339 -20.230  0.113

For the energy relative to the best compared isomer or geometry (same formula, charge and spin), the calculation gives 0.0 kcal/mol. For the LUMO energy, the calculation gives 0.0 eV. The HOMO energy is -8.0 eV.



Computed, not measured: a structure of composition C5H9NO, with ωB97M-V/def2-TZVPD.

Each line ends with the Löwdin charge.
Cartesian coordinates (Å):
C -0.024 -0.435 0.829  -0.108
C 0.543 -1.358 1.514  0.020
C -1.432 0.136 0.775  -0.153
C -1.483 1.192 -0.320  -0.133
C 1.801 0.033 -1.259  -0.133
N 0.772 0.656 -0.493  -0.117
O -0.354 0.911 -1.270  -0.187
H 1.596 -1.668 1.411  0.074
H 0.099 -1.835 2.281  0.024
H -2.139 -0.726 0.600  0.136
H -1.746 0.461 1.688  0.076
H -2.409 0.821 -0.965  0.146
H -1.572 2.283 -0.166  0.117
H 2.455 -0.684 -0.730  0.079
H 1.395 -0.504 -2.158  0.092
H 2.498 0.718 -1.736  0.068

For the energy relative to the best compared isomer or geometry (same formula, charge and spin), the calculation gives 131.6 kcal/mol. For the LUMO energy, the calculation gives 1.0 eV. The HOMO energy is -7.9 eV.



Computed, not measured: the ion C3H6Br2FS with charge +1, with ωB97M-V/def2-TZVPD.

Each line ends with the Löwdin charge.
Cartesian coordinates (Å):
C 1.838 0.449 0.222  -0.147
C 0.626 -0.407 -0.496  -0.773
Br 0.362 0.383 -2.320  0.691
C -0.720 -0.441 0.439  -0.886
Br -0.886 -2.264 1.245  0.750
S -2.217 0.120 -0.537  1.091
F -2.462 1.801 -0.286  -0.309
H 2.859 -0.025 -0.137  0.113
H 1.753 1.556 -0.213  0.091
H 1.738 0.520 1.393  0.102
H 1.031 -1.507 -0.650  0.101
H -0.568 0.324 1.313  0.111
H -3.356 -0.510 0.026  0.065

Its total charge is +1. For the LUMO energy, the calculation gives -6.8 eV. The HOMO energy is -14.5 eV.



Computed, not measured: the molecule C5H4, with ωB97M-V/def2-TZVPD.

Each line ends with the Löwdin charge.
Cartesian coordinates (Å):
C -2.545 -0.472 0.095  0.110
C -1.468 -0.005 -0.176  -0.154
C -0.218 0.562 -0.562  -0.146
C 0.930 0.125 -0.112  -0.122
C 2.073 -0.172 0.434  0.010
H -3.492 -0.886 0.345  0.022
H -0.209 1.289 -1.366  0.110
H 2.723 -1.007 0.071  0.081
H 2.205 0.567 1.270  0.088

For the energy relative to the best compared isomer or geometry (same formula, charge and spin), the calculation gives 8.7 kcal/mol. For the LUMO energy, the calculation gives 0.9 eV. The HOMO energy is -9.1 eV.



| no. | E_tot (hartree) |
| --- | --- |
| 1 | -4845.887406 |
| 2 | -325.727792 |
| 3 | -5763.578211 |
| 4 | -192.780332 |